{
  "formula": "C36H36BBrCl3N9O2PTi",
  "method": "ωB97M-V with the def2-TZVPD basis set",
  "symbols": ["Ti", "C", "C", "C", "C", "N", "N", "B", "N", "C", "C", "C", "C", "N", "N", "C", "C", "C", "C", "N", "N", "C", "C", "C", "C", "N", "H", "H", "H", "H", "H", "H", "H", "H", "H", "H", "H", "H", "H", "H", "H", "H", "H", "H", "H", "H", "N", "C", "C", "C", "C", "C", "C", "P", "C", "C", "C", "C", "C", "C", "C", "C", "C", "C", "C", "C", "H", "H", "H", "H", "H", "H", "H", "H", "H", "H", "H", "H", "H", "H", "H", "H", "Br", "Cl", "C", "Cl", "Cl", "C", "O", "O"],
  "coordinates": [[0.10259, 0.26533, -0.88006], [3.50853, -0.15658, -1.83029], [2.51596, 0.45277, -2.74243], [2.70639, 1.11533, -3.96437], [1.43784, 1.12637, -4.58044], [0.60633, 0.39312, -3.83443], [1.19935, 0.20452, -2.56122], [-0.92124, 0.11681, -4.09304], [-1.24290, -1.23377, -3.41981], [-1.47835, -2.43396, -4.05912], [-1.22757, -3.45333, -3.13262], [-0.97668, -2.83404, -1.87693], [-1.18557, -3.42276, -0.55677], [-0.87758, -1.51075, -2.07030], [-1.68728, 1.13274, -3.16047], [-2.83506, 1.82844, -3.43736], [-3.16219, 2.52261, -2.30367], [-2.31100, 2.12121, -1.27960], [-2.38397, 2.68236, 0.10130], [-1.38115, 1.24751, -1.84564], [-1.34738, 0.22016, -5.52317], [-0.64872, -0.37579, -6.58226], [-1.54910, -0.73018, -7.57613], [-2.84119, -0.40979, -7.02492], [-4.24153, -0.47641, -7.50597], [-2.67256, 0.19459, -5.81128], [4.49944, 0.07441, -2.15347], [3.39650, -1.31713, -1.80054], [3.41528, 0.21754, -0.77961], [3.70433, 1.42113, -4.23910], [1.16703, 1.32855, -5.58532], [-2.06165, -2.58732, -5.02075], [-1.23971, -4.56022, -3.29079], [-1.90083, -4.28631, -0.63044], [-1.69680, -2.60880, 0.10318], [-0.30695, -3.86146, -0.11378], [-3.42167, 1.76043, -4.33206], [-3.87765, 3.33654, -2.18701], [-2.84534, 1.98831, 0.89562], [-3.06202, 3.50831, 0.12602], [-1.40429, 3.14548, 0.36155], [0.46107, -0.56801, -6.52321], [-1.35417, -1.18532, -8.55901], [-4.61309, 0.47430, -7.82895], [-5.01282, -0.71646, -6.73768], [-4.39209, -1.19523, -8.33050], [0.61454, -1.23472, 0.77877], [1.76322, -1.04001, 1.69861], [3.03456, -1.42250, 1.15370], [4.18084, -1.30058, 1.93657], [4.00524, -0.86391, 3.24264], [2.73283, -0.54210, 3.77176], [1.60085, -0.57443, 2.97029], [0.04673, 0.01775, 3.60053], [-0.40949, -1.39375, 4.68247], [-1.78518, -1.63034, 4.88013], [-2.21585, -2.69458, 5.64483], [-1.26540, -3.62548, 6.21467], [0.08121, -3.32385, 6.05481], [0.53384, -2.23097, 5.31919], [0.54176, 1.21767, 4.84964], [1.45752, 2.20398, 4.50411], [1.82052, 3.24418, 5.36183], [1.05211, 3.39209, 6.50646], [-0.01923, 2.50600, 6.77729], [-0.26748, 1.43918, 5.97544], [0.84097, -2.09882, 0.26553], [-0.30591, -1.28602, 1.26631], [2.97858, -1.87540, 0.20736], [5.17256, -1.58096, 1.60817], [4.81134, -1.06240, 3.96484], [2.56452, -0.21713, 4.85158], [-2.53012, -1.02600, 4.25620], [-3.27458, -2.85051, 5.84150], [-1.58320, -4.51794, 6.80124], [0.86909, -3.97125, 6.51618], [1.58557, -2.05510, 5.24601], [1.92264, 2.08643, 3.57318], [2.63003, 3.94065, 5.17445], [1.22331, 4.19905, 7.20313], [-0.64616, 2.73921, 7.60552], [-1.01123, 0.72869, 6.20490], [-2.34891, -0.64970, 1.08761], [0.55641, 4.88018, -0.93663], [1.88591, 4.02960, -0.16609], [3.25016, 3.77963, -1.27127], [2.41780, 5.06286, 1.24674], [1.74152, 2.59408, 0.43124], [2.39775, 2.21785, 1.38896], [0.78821, 1.83411, -0.11356]],
  "forces_ev_per_a": [[-1.826, -0.473, 0.654], [-0.445, -1.103, 1.348], [-0.138, 0.583, -0.727], [-0.160, -0.573, 1.180], [1.377, -1.838, 0.767], [-0.357, 1.625, 0.994], [-0.404, -0.880, -1.800], [-0.701, 0.366, 1.999], [0.725, -2.137, 0.359], [-0.348, -0.615, 0.960], [-0.266, -0.458, -0.175], [-0.351, 0.537, -2.314], [-1.551, -0.064, 1.482], [-0.214, 1.284, -1.003], [-1.535, 0.096, -1.359], [1.405, -0.347, 0.881], [-0.321, 0.629, 1.093], [0.227, 0.017, -0.978], [0.478, -0.754, 1.222], [-0.748, 1.181, 1.171], [1.049, -1.309, -1.629], [0.459, -0.136, 0.102], [-0.450, -0.031, 0.590], [1.202, 1.668, 2.256], [-1.210, -1.076, -0.381], [-0.525, -1.204, -1.239], [0.685, 0.121, -0.215], [0.101, 2.100, -0.225], [0.013, -0.286, -0.722], [-0.348, 0.220, -0.607], [-0.207, 0.606, -0.555], [1.411, 0.796, 1.070], [-0.435, 1.339, 0.109], [0.574, 0.875, -0.091], [1.098, -1.707, -0.937], [0.494, 0.034, 0.408], [0.631, -0.082, -0.520], [-0.062, -0.657, -0.122], [1.395, 0.683, -1.251], [-0.541, 0.617, -0.522], [-0.580, -0.801, 0.334], [-1.543, 0.341, -0.143], [0.006, 0.312, 0.797], [0.200, 0.764, -0.591], [1.040, -0.241, -0.088], [0.225, 0.342, 0.319], [1.258, 0.549, -0.490], [0.973, -0.732, -2.181], [-1.384, 0.822, 2.070], [-0.958, 0.065, -0.116], [-0.540, -0.705, 1.800], [1.278, 0.372, 0.667], [0.911, 0.252, 0.437], [-1.412, -0.118, 0.386], [0.084, -0.559, 0.308], [-0.349, 0.584, -1.447], [0.767, -1.658, 1.135], [-1.000, 1.281, -0.321], [1.018, -0.914, 0.514], [-1.703, 0.289, -0.235], [-0.476, 1.369, 0.094], [0.305, -0.150, 0.838], [-0.861, -0.241, 0.443], [-0.620, -0.474, 0.164], [1.107, 1.519, -0.016], [1.080, -0.603, -0.781], [-0.677, 0.272, 0.344], [0.330, -0.239, -0.237], [0.476, -0.462, -1.119], [-0.129, -0.119, -0.191], [-0.146, 0.758, -0.458], [0.758, -0.510, -1.642], [1.064, -0.737, 1.241], [0.166, -0.018, -0.250], [0.189, 0.939, -0.595], [-0.913, 0.502, -0.393], [0.328, 0.004, -0.088], [0.931, 0.066, -1.098], [-0.095, -0.148, -0.302], [0.133, 0.094, 0.004], [-0.360, -0.100, 0.610], [-0.930, -0.594, 0.353], [0.102, 0.681, -0.791], [0.048, -0.861, 0.003], [1.079, 0.483, 1.455], [0.003, 0.243, -0.345], [-0.225, -0.409, -0.884], [-0.138, -0.700, 2.480], [-0.994, 0.792, -2.393], [-0.004, -1.250, -0.870]],
  "mulliken_charge": [0.45, -0.91, 0.43, -1.39, -0.29, 0.34, 0.44, 0.51, 0.41, 0.04, -1.49, 0.57, -0.79, 0.24, 0.22, -0.08, -1.48, 0.39, -1.10, 1.21, 0.64, -0.15, -1.12, 0.61, -1.28, -1.03, 0.54, 0.12, 0.15, 0.53, 0.85, 0.28, 0.40, 0.44, -0.21, 0.34, 0.50, 0.46, 0.14, 0.45, -0.01, 0.43, 0.40, 0.30, 0.32, 0.36, 0.44, -0.58, -1.00, -0.95, -1.13, 0.25, 0.87, 0.69, 0.63, -0.17, -0.57, -0.56, -0.53, -0.43, 0.29, -0.13, -0.98, -0.45, -0.64, -1.04, 0.15, -0.31, 0.93, 0.46, 0.40, 0.36, 0.19, 0.41, 0.36, 0.33, 0.40, 0.57, 0.46, 0.38, 0.45, 0.51, -0.62, -0.09, 0.91, -0.11, -0.11, 0.06, -0.60, -0.73],
  "lumo_energy_ha": [-0.1929, -0.1929],
  "gap_ev": [4.6, 4.6],
  "total_energy_ha": -7206.8737,
  "homo_energy_ev": [-9.84, -9.84],
  "total_charge": 1,
  "e_above_lowest_ev": 0.457,
  "spin_multiplicity": 1
}